1.
Density functional theory data (ωB97M-V with the def2-TZVPD basis set) for a cluster of 2 separate species, C4H9N2 in total in a non-equilibrium geometry.

HOMO: -0.552 Ha
frontier orbital gap: 9.915 eV
molar mass: 85.13 g/mol

ORCA input file:
```
! RIJCOSX wB97M-V def2-TZVPD def2/J DEFGRID3
* xyz 1 1
C -1.77228 0.99378 0.74419
C -0.99398 0.07992 1.19146
C -0.18182 -0.96457 -1.88097
C 1.76769 0.29264 0.91829
N 0.92132 -0.56524 -1.12286
N 0.65935 -0.07749 -0.04100
H -2.62417 1.33150 1.35027
H -1.99117 1.37021 -0.27683
H -0.69593 -0.51338 1.99835
H -1.12242 -0.89626 -1.39742
H -0.12639 -0.30771 -2.68466
H -0.12427 -2.00285 -2.37732
H 1.56861 1.30085 1.20229
H 1.62227 -0.32575 1.83901
H 2.82959 0.28075 0.54869
*
```

2.
Density functional theory data (ωB97M-V with the def2-TZVPD basis set) for a structure of composition C3H5N2P in a non-equilibrium geometry.

HOMO (alpha / beta): -0.193 / -0.366 Ha
frontier orbital gap (alpha / beta): 6.124 / 7.742 eV
molar mass: 100.06 g/mol

ORCA input file:
```
! RIJCOSX wB97M-V def2-TZVPD def2/J DEFGRID3
* xyz 0 3
C 1.41449 1.30784 0.03917
C 0.12014 0.93869 0.00316
C -1.30520 -1.14350 0.05093
N 2.28870 0.30105 -0.01862
N 0.02870 -0.40080 0.00881
P 1.59209 -1.11935 0.00890
H 1.67904 2.43862 0.14439
H -0.74944 1.57767 -0.30167
H -1.33299 -1.88912 -0.77601
H -1.66075 -1.71039 0.98500
H -2.07480 -0.30071 -0.14404
*
```

3.
Density functional theory data (ωB97M-V with the def2-TZVPD basis set) for a cluster of 2 separate species, C6H17N2 in total in a non-equilibrium geometry.

HOMO: -0.458 Ha
frontier orbital gap: 4.765 eV
molar mass: 117.22 g/mol

ORCA input file:
```
! RIJCOSX wB97M-V def2-TZVPD def2/J DEFGRID3
* xyz 1 1
N 3.05244 0.74651 -0.48017
C 2.16872 0.06369 0.54175
C 3.02429 -0.69305 1.56588
C 1.09651 -0.65490 -0.18080
N -2.90595 0.39130 -0.02936
C -1.67855 0.18271 -0.75018
C -1.20570 1.52829 -1.29381
C -3.34346 -0.75236 0.79927
H 2.44616 0.81202 -1.29041
H -3.66232 0.81038 -0.55003
H 3.66575 0.00596 -0.86387
H 1.83205 0.93022 1.12939
H 2.57448 -1.58531 2.02820
H 3.27939 0.02655 2.33368
H 3.89011 -1.10449 1.05220
H 0.84457 -1.63661 0.23244
H 1.25724 -0.65690 -1.26433
H -0.91562 -0.15284 -0.01722
H -1.74280 -0.52595 -1.57878
H -0.20219 1.41290 -1.75587
H -1.16489 2.28631 -0.51568
H -1.95289 1.85499 -2.04140
H -4.11597 -1.41183 0.37811
H -2.47792 -1.42802 0.78908
H -3.76342 -0.44956 1.76194
*
```

4.
Density functional theory data (ωB97M-V with the def2-TZVPD basis set) for the molecule C4H5NO2 in a non-equilibrium geometry.

HOMO: -0.320 Ha
frontier orbital gap: 9.653 eV
molar mass: 99.09 g/mol

ORCA input file:
```
! RIJCOSX wB97M-V def2-TZVPD def2/J DEFGRID3
* xyz 0 1
C -1.59609 0.67461 0.12603
N -1.76274 -0.64951 -0.07456
O -0.51628 -1.13650 -0.15976
C 0.49813 -0.07204 -0.05385
C 1.54775 -0.17135 0.79758
C 1.78391 0.21187 -0.69436
O -0.23066 1.08316 -0.02777
H -2.28542 1.64103 0.31241
H 1.72228 0.30261 1.83637
H 1.58243 -1.49914 0.82514
H 2.14916 -0.68601 -1.22674
H 1.74404 1.35627 -0.77751
*
```

5.
Density functional theory data (ωB97M-V with the def2-TZVPD basis set) for a cluster of 2 separate species, C4H8N in total in a non-equilibrium geometry.

HOMO: -0.547 Ha
frontier orbital gap: 7.855 eV
molar mass: 70.11 g/mol

ORCA input file:
```
! RIJCOSX wB97M-V def2-TZVPD def2/J DEFGRID3
* xyz 1 1
C 0.87235 0.10118 -1.23544
C 0.74211 -1.16700 0.61758
C 1.52612 0.07757 0.15306
C -2.17050 0.85798 0.42914
N 0.07726 -0.11010 -0.01150
H 0.87311 1.17571 -1.62437
H 0.87778 -0.75009 -1.86148
H 1.01111 -2.11089 0.01331
H 0.54942 -1.47311 1.72201
H 2.05613 0.87206 0.45084
H -2.81379 0.15769 1.06278
H -1.39032 1.55087 0.99250
H -2.21078 0.81814 -0.70841
*
```

6.
Density functional theory data (ωB97M-V with the def2-TZVPD basis set) for a structure of composition C3H6N2O3 in a non-equilibrium geometry.

HOMO: -0.345 Ha
frontier orbital gap: 9.915 eV
molar mass: 118.09 g/mol

ORCA input file:
```
! RIJCOSX wB97M-V def2-TZVPD def2/J DEFGRID3
* xyz 0 1
C 0.83533 0.08755 -1.46803
N 0.36616 -0.24233 -0.12682
N 0.32710 0.80184 0.84388
C -1.20694 0.55367 0.54885
C 0.70837 -1.50282 0.42146
O -1.73916 0.48077 1.79654
O -1.92631 0.67852 -0.40805
O 1.21132 -2.37459 -0.22208
H -2.65354 0.79493 1.77249
H 0.71007 1.73281 0.74152
H 0.53459 -1.53101 1.50558
H 0.92365 -0.82706 -2.04982
H 0.11502 0.74698 -1.94895
H 1.79435 0.60073 -1.40655
*
```

- What is the molar mass in the sixth record?
  118.09 g/mol